{
  "formula": "C2H6NS",
  "method": "ωB97M-V/def2-TZVPD",
  "symbols": ["S", "H", "C", "C", "N", "H", "H", "H", "H", "H"],
  "xyz": [[-2.219, -0.115, 0.585], [-1.973, 1.194, 0.418], [2.738, 0.184, -0.594], [1.539, 0.314, 0.022], [0.563, -0.395, -0.550], [2.698, -0.580, -1.343], [3.610, 0.830, -0.399], [1.428, 0.814, 1.000], [0.566, 0.034, -1.498], [-0.427, -0.667, -0.259]],
  "relative_energy_kcal_mol": 27.3,
  "e_homo_ev": -2.953,
  "total_charge": -1
}

{
  "formula": "C2H6NS",
  "method": "ωB97M-V/def2-TZVPD",
  "symbols": ["N", "C", "C", "S", "H", "H", "H", "H", "H", "H"],
  "xyz": [[0.436, 1.372, 0.266], [0.639, -0.060, 0.119], [-0.672, -0.804, -0.150], [-1.134, -0.655, -1.911], [0.043, 1.558, 1.167], [-0.046, 1.637, -0.593], [1.400, -0.240, -0.658], [1.177, -0.504, 1.006], [-1.332, -0.437, 0.642], [-0.512, -1.866, 0.111]],
  "relative_energy_kcal_mol": 8.7,
  "e_homo_ev": -2.314,
  "total_charge": -1
}

{
  "formula": "C2H6NS",
  "method": "ωB97M-V/def2-TZVPD",
  "symbols": ["S", "H", "C", "C", "N", "H", "H", "H", "H", "H"],
  "xyz": [[-3.053, 0.122, -0.923], [-3.449, -0.241, -2.178], [1.986, 0.332, 0.618], [0.931, -0.271, -0.025], [-0.299, -0.366, 0.560], [1.560, 0.767, 1.536], [2.797, 0.610, -0.001], [1.078, -0.501, -1.125], [-0.487, -0.393, 1.562], [-1.064, -0.057, -0.025]],
  "relative_energy_kcal_mol": 22.3,
  "e_homo_ev": -2.865,
  "total_charge": -1
}

{
  "formula": "C2H6NS",
  "method": "ωB97M-V/def2-TZVPD",
  "symbols": ["S", "H", "C", "C", "N", "H", "H", "H", "H", "H"],
  "xyz": [[1.081, -2.125, 3.135], [1.850, -3.165, 2.856], [-0.714, 0.755, -1.732], [0.261, 0.577, 0.395], [0.426, 1.082, -0.820], [-0.719, 1.428, -2.630], [-1.711, 0.900, -1.155], [-0.801, -0.260, -2.049], [0.943, 0.005, 0.959], [-0.616, 0.803, 1.040]],
  "relative_energy_kcal_mol": 52.0,
  "e_homo_ev": -2.629,
  "total_charge": -1
}

{
  "formula": "C2H6NS",
  "method": "ωB97M-V/def2-TZVPD",
  "symbols": ["N", "C", "C", "S", "H", "H", "H", "H", "H", "H"],
  "xyz": [[0.882, 0.842, 0.166], [-0.099, 0.030, -0.571], [-0.762, -1.074, 0.164], [-1.927, 0.339, 0.064], [1.745, 0.307, 0.350], [0.472, 1.129, 1.071], [1.125, 1.694, -0.359], [0.035, -0.004, -1.642], [-1.066, -1.947, -0.399], [-0.404, -1.315, 1.156]],
  "relative_energy_kcal_mol": 0.0,
  "e_homo_ev": -13.974,
  "total_charge": 1
}

{
  "formula": "C2H6NS2",
  "method": "ωB97M-V/def2-TZVPD",
  "symbols": ["C", "C", "N", "S", "S", "H", "H", "H", "H", "H", "H"],
  "xyz": [[0.898, 0.369, -0.273], [-0.335, 0.802, -0.614], [1.351, -0.628, 0.567], [-1.807, 0.289, 0.338], [-0.710, 1.967, -1.915], [1.623, 0.549, -1.100], [-2.561, -0.894, -0.139], [0.943, -0.979, 1.428], [2.380, -0.619, 0.544], [-2.558, 1.195, -0.314], [-0.496, 1.023, -3.000]],
  "relative_energy_kcal_mol": 36.3,
  "e_homo_ev": -13.557,
  "total_charge": 1
}

{
  "formula": "C2H6O",
  "method": "ωB97M-V/def2-TZVPD",
  "symbols": ["C", "C", "H", "H", "H", "H", "O", "H", "H"],
  "xyz": [[-2.694, 1.668, -0.276], [-3.949, 1.506, 0.099], [-2.209, 2.010, -1.184], [-1.903, 1.450, 0.438], [-4.910, 1.770, -0.299], [-4.056, 1.173, 1.129], [6.954, -3.164, 0.017], [6.333, -2.449, 0.128], [6.434, -3.964, -0.053]],
  "relative_energy_kcal_mol": 22.7,
  "e_homo_ev": -10.309,
  "total_charge": 0
}

{
  "formula": "C2H6O2",
  "method": "ωB97M-V/def2-TZVPD",
  "symbols": ["C", "C", "O", "H", "H", "H", "H", "O", "H", "H"],
  "xyz": [[0.009, -0.465, 1.132], [0.641, 0.730, 1.145], [1.075, 1.312, -0.055], [-0.431, -0.860, 2.109], [-0.356, -0.949, 0.295], [0.955, 1.256, 2.052], [0.372, 1.022, -0.689], [-0.683, -0.312, -2.007], [-1.533, -0.793, -1.883], [-0.049, -0.940, -2.098]],
  "relative_energy_kcal_mol": 29.7,
  "e_homo_ev": -9.011,
  "total_charge": 0
}

{
  "formula": "C2H6O2",
  "method": "ωB97M-V/def2-TZVPD",
  "symbols": ["O", "C", "O", "H", "H", "C", "H", "H", "H", "H"],
  "xyz": [[-2.328, 4.780, -1.765], [-2.455, 5.008, -0.535], [-2.642, 3.989, 0.253], [-2.226, 6.009, -0.124], [-3.123, 3.341, -0.282], [2.577, -4.641, 0.496], [2.613, -5.064, -0.452], [1.456, -4.700, 0.782], [3.136, -5.089, 1.231], [2.991, -3.635, 0.396]],
  "relative_energy_kcal_mol": 15.9,
  "e_homo_ev": -10.760,
  "total_charge": 0
}

{
  "formula": "C2H6O2",
  "method": "ωB97M-V/def2-TZVPD",
  "symbols": ["C", "C", "O", "H", "H", "H", "H", "O", "H", "H"],
  "xyz": [[-0.105, -0.653, 3.126], [-0.193, 0.632, 2.658], [-1.311, 1.295, 2.526], [0.760, -1.197, 3.045], [-0.919, -1.034, 3.821], [0.580, 0.742, 1.852], [-2.126, 0.725, 2.523], [1.450, -0.847, -6.558], [1.123, -1.653, -6.163], [1.256, -1.036, -7.525]],
  "relative_energy_kcal_mol": 43.3,
  "e_homo_ev": -9.108,
  "total_charge": 0
}